Record 1
Formula: C44H56O28
Source: OMol25
Level of theory: the ωB97M-V functional and the def2-TZVPD basis

The geometry in XYZ format:
```
128
Properties=species:S:1:pos:R:3
C 5.59464 -3.31893 4.72468
C 5.00609 -4.43543 3.86182
C 3.85074 -3.99781 2.97697
C 4.16177 -2.74586 2.16457
C 3.22981 -2.60933 0.95958
C 1.81269 -2.36343 1.36811
C 0.82626 -3.34877 1.14996
C -0.49464 -3.14633 1.56912
C -0.86185 -1.97119 2.22013
C 0.09459 -0.97177 2.41896
C 1.42025 -1.15339 1.98848
C 2.37424 -0.01154 2.18810
O 2.42666 0.35934 3.59004
C 1.71358 1.40247 4.04593
C 1.13172 1.22576 5.40354
O 1.56244 2.45087 3.46474
C -2.23710 -1.80275 2.68081
O -2.71930 -0.71695 2.87844
C -2.99329 -3.03591 2.94059
C -4.10826 -2.89598 3.90943
C -2.65164 -4.17195 2.30721
C -3.31589 -5.48270 2.48207
C -1.53993 -4.14711 1.33510
O -1.52082 -4.88410 0.39539
H 5.75711 -3.66855 5.73312
H 6.55506 -2.99147 4.35268
H 4.95577 -2.44564 4.78657
H 5.79311 -4.82741 3.22987
H 4.68952 -5.22266 4.52441
H 3.55450 -4.80258 2.31721
H 3.02235 -3.74887 3.63410
H 4.06191 -1.89777 2.82386
H 5.17998 -2.79447 1.79682
H 3.27859 -3.53779 0.42009
H 3.56154 -1.81646 0.30249
H 1.04919 -4.27781 0.65795
H -0.22166 -0.06364 2.90181
H 2.08260 0.82596 1.56615
H 3.37210 -0.27581 1.89803
H 0.05748 1.17008 5.28768
H 1.35015 2.11735 5.96882
H 1.51861 0.35731 5.91363
H -4.94878 -2.40039 3.44369
H -3.78927 -2.26999 4.72919
H -4.42451 -3.84968 4.30078
H -4.37628 -5.39364 2.66375
H -2.86946 -6.03614 3.30092
H -3.17977 -6.07231 1.58830
C 0.50540 -1.63301 -3.48194
C -0.51078 -2.75730 -3.45579
O 0.26855 -3.86175 -2.97432
C 1.31500 -3.37608 -2.28353
O 2.04046 -4.03330 -1.60249
O 1.41876 -2.04305 -2.44169
H 0.08014 -0.66907 -3.25518
H 1.04980 -1.57831 -4.42359
H -1.32164 -2.57301 -2.74952
H -0.93074 -2.98518 -4.43004
C -2.25204 3.54038 -4.45136
C -1.84657 3.09760 -3.06028
O -1.61789 1.68803 -3.25889
C -1.33532 1.48308 -4.55260
O -0.91645 0.44555 -4.97454
O -1.56045 2.58122 -5.28416
H -1.93314 4.55033 -4.68787
H -3.32026 3.45636 -4.62678
H -0.92179 3.55459 -2.71993
H -2.61131 3.26235 -2.31301
C 1.05043 5.33815 1.72256
C 0.50612 6.43516 2.61690
O -0.24619 7.23639 1.69090
C -0.58893 6.46698 0.64374
O -1.35449 6.78835 -0.21367
O 0.04889 5.27866 0.69160
H 1.14731 4.38036 2.22376
H 2.00460 5.60839 1.26813
H -0.17309 6.05225 3.37918
H 1.27884 7.03086 3.09250
C 3.17347 2.28805 -5.90940
C 2.13030 1.18558 -5.89990
O 2.88974 0.06197 -5.43421
C 3.95175 0.51957 -4.72865
O 4.67477 -0.15552 -4.07443
O 4.07027 1.86141 -4.87778
H 2.76913 3.26927 -5.67763
H 3.72061 2.34019 -6.85212
H 1.32141 1.37815 -5.19987
H 1.70710 0.98114 -6.87867
C -7.68442 4.99525 -3.70162
C -6.40530 5.78433 -3.49808
O -5.41454 4.87933 -4.00928
C -6.01287 4.03777 -4.88108
O -5.43280 3.28376 -5.59513
O -7.35400 4.17074 -4.82895
H -8.54574 5.61913 -3.92569
H -7.91707 4.35039 -2.85328
H -6.37894 6.70085 -4.08783
H -6.20133 6.02312 -2.45891
C -11.57917 3.96339 -6.38312
C -10.98859 4.55145 -7.65292
O -10.91326 5.94640 -7.33048
C -10.86957 6.07399 -5.98785
O -10.62623 7.08156 -5.40665
O -11.12426 4.88803 -5.38736
H -11.22244 2.96227 -6.16042
H -12.66998 3.96508 -6.38947
H -9.98145 4.18375 -7.85265
H -11.60749 4.40005 -8.53220
C 4.90851 -9.73229 4.50394
C 5.84667 -9.22437 3.42299
O 6.02528 -7.85627 3.80279
C 5.77618 -7.73837 5.12737
O 5.99478 -6.76570 5.77093
O 5.23744 -8.88344 5.60907
H 5.06947 -10.77369 4.76666
H 3.85854 -9.58359 4.24770
H 6.81643 -9.72366 3.44346
H 5.43218 -9.28741 2.42116
C 4.70992 2.87634 3.68662
C 5.96165 2.18930 3.17278
O 6.50680 3.18597 2.29928
C 6.04953 4.39921 2.68617
O 6.44243 5.43877 2.27014
O 5.07334 4.26044 3.61541
H 4.46047 2.60163 4.70889
H 3.84267 2.70415 3.05368
H 6.68253 1.98164 3.96502
H 5.76034 1.27111 2.62782
```

Its spin multiplicity is 1. The value obtained for the frontier orbital gap is 8.5 eV. Its SMILES is CCCCCc1cc2c(cc1COC(C)=O)C(=O)C(C)=C(C)C2=O.O=C1OCCO1.O=C1OCCO1.O=C1OCCO1.O=C1OCCO1.O=C1OCCO1.O=C1OCCO1.O=C1OCCO1.O=C1OCCO1.

Results of the Löwdin charge analysis, in e, for atoms 1 through 5: number 1, C, carries -0.09; number 2, C, carries -0.26; number 3, C, carries -0.21; number 4, C, carries -0.19; number 5, C, carries -0.14



Record 2
Formula: C44H57Cl3Ge2NNaO2SbSe2
Source: OMol25
Level of theory: the ωB97M-V functional and the def2-TZVPD basis

The geometry in XYZ format:
```
113
Properties=species:S:1:pos:R:3
Na -1.27275 -3.46715 0.91481
O -4.79586 -4.96738 2.49172
C -4.36285 -4.03637 1.61175
C -4.19962 -2.59510 2.16863
C -5.51015 -2.24081 2.87237
O -5.61794 -0.91809 3.32028
C -4.14902 -1.65170 1.00470
Se -2.70984 -1.75989 -0.34553
C -2.95513 -2.42161 3.07900
Se -1.73000 -3.86262 3.59909
H -4.05172 -5.19289 3.06315
H -5.10013 -3.92822 0.85908
H -3.46820 -4.41687 1.10101
H -5.65071 -2.86536 3.76761
H -6.34981 -2.46747 2.19436
H -5.80048 -0.45365 2.51543
H -4.09200 -0.62561 1.35880
H -4.99817 -1.70810 0.34697
H -3.29334 -1.99073 3.99342
H -2.33220 -1.67850 2.59567
C -0.50630 0.29297 -5.69210
C -1.12713 -0.68109 -4.75777
Ge 0.14837 -1.61486 -3.57001
C -0.48253 -3.47835 -2.99783
C 0.64680 -4.32083 -2.36990
C 1.84548 -1.85344 -4.49176
C 2.74725 -0.98246 -4.00455
Ge 1.84233 -0.23835 -2.39204
C 1.79290 1.77923 -2.56847
C 2.65092 2.34678 -3.68761
C 2.87259 -0.78137 -0.75502
C 3.96167 0.27351 -0.56861
C 4.14069 -0.91752 -4.47693
C 4.40773 -0.14914 -5.61390
C 5.73686 0.28771 -5.85698
C 6.77383 -0.19256 -5.12644
C 6.52677 -1.08680 -4.13857
C 5.21416 -1.36973 -3.75778
H -1.21757 0.77923 -6.26830
H 0.18398 -0.10584 -6.42253
H 0.07877 1.05952 -5.12795
H -1.69982 -1.50153 -5.23858
H -1.87015 -0.23129 -4.11352
H -0.81190 -4.04185 -3.90599
H -1.38888 -3.44953 -2.34681
H 1.55839 -4.41229 -2.97501
H 0.43716 -5.40894 -2.13431
H 0.99098 -3.86508 -1.41808
H 2.00109 -2.47053 -5.37029
H 2.13573 2.28264 -1.63911
H 0.75384 2.04749 -2.59225
H 3.72016 2.21635 -3.45050
H 2.40168 3.44135 -3.82932
H 2.53597 1.92354 -4.68743
H 3.28551 -1.82909 -0.94726
H 2.20299 -0.79341 0.07134
H 4.68446 0.29265 -1.41539
H 4.52354 -0.08783 0.27633
H 3.47278 1.24581 -0.37943
H 3.58626 0.22592 -6.23290
H 5.93526 0.95632 -6.66977
H 7.81298 0.13051 -5.37272
H 7.24567 -1.47666 -3.49140
H 5.03934 -2.01624 -2.91054
C -1.93677 1.87073 -1.29151
C -2.89906 2.00465 -0.10772
C -4.23995 2.29890 -0.36345
C -5.11341 2.42856 0.71362
C -4.66428 2.22119 2.01473
C -3.33490 1.90628 2.28456
C -2.43913 1.77287 1.21661
Sb -0.38107 1.12998 1.51177
C 0.86427 2.99480 1.45591
C 2.17337 2.65248 1.81278
C 3.22073 3.57518 1.87246
C 2.93568 4.89831 1.54306
C 1.61179 5.21141 1.22331
C 0.57033 4.26471 1.11515
C -0.81905 4.83749 1.01609
C -0.50552 0.96488 3.66227
C -0.29376 -0.39510 3.96528
C -0.48086 -0.90139 5.23634
C -0.86036 -0.04246 6.25891
C -0.93459 1.32113 5.98771
C -0.75932 1.82250 4.71763
C -0.82435 3.28883 4.40139
H -2.44943 2.23794 -2.15032
H -1.66499 0.83959 -1.48508
H -1.05651 2.53082 -1.08351
H -4.48591 2.49101 -1.36738
H -6.17984 2.65730 0.48063
H -5.31900 2.27215 2.87002
H -2.94274 1.70357 3.26320
H 2.41909 1.63677 2.06931
H 4.18497 3.13410 2.02459
H 3.70226 5.67721 1.46714
H 1.38049 6.25981 0.89351
H -0.76876 5.78937 0.57039
H -1.11364 5.07438 2.05766
H -1.59568 4.17696 0.72006
H -0.10009 -1.18547 3.21161
H -0.48367 -1.95126 5.47553
H -0.94431 -0.43011 7.24472
H -1.10347 2.02572 6.78866
H -1.33754 3.80675 5.19056
H -1.34540 3.47957 3.44192
H 0.15495 3.66518 4.27760
Cl 4.41183 -4.82950 2.36849
C 2.84897 -4.25928 3.08412
Cl 2.16668 -5.65239 3.93543
Cl 3.22861 -2.84661 4.15810
C 1.92078 -3.83159 2.01003
N 1.23190 -3.57472 1.14182
```

Its spin multiplicity is 1. The charge is -1. The value obtained for the frontier orbital gap is 5.8 eV.

Results of the Löwdin charge analysis, in e, for atoms 1 through 5: number 1, Na, carries -0.08; number 2, O, carries -0.06; number 3, C, carries -0.32; number 4, C, carries -0.53; number 5, C, carries -0.24



Record 3
Formula: C44H59Cl2N3O4PRbSSi
Source: OMol25
Level of theory: the ωB97M-V functional and the def2-TZVPD basis

The geometry in XYZ format:
```
116
Properties=species:S:1:pos:R:3
Rb -0.31723 0.07182 1.18844
C -1.82614 -2.18493 2.89658
C -1.89320 -1.18540 4.05181
C -2.43410 0.17689 3.60459
C -0.56967 -1.02378 4.80491
C -0.09713 -2.27765 5.51832
O 1.33969 -2.15861 5.48950
C 1.60441 -1.25240 4.50870
N 0.62596 -0.62889 3.98947
C 3.08268 -1.07894 4.30971
C 3.86436 -1.37800 5.42996
C 5.24028 -1.23717 5.40542
C 5.86684 -0.80925 4.24581
C 5.10169 -0.52531 3.12937
C 3.71079 -0.63931 3.13537
P 2.81043 -0.28344 1.56782
C 3.08632 1.51452 1.31800
C 2.47438 2.07086 0.18987
C 2.65794 3.40436 -0.13824
C 3.44847 4.21292 0.67089
C 4.03289 3.68285 1.81160
C 3.85313 2.34064 2.13402
C 3.97285 -1.00556 0.34810
C 3.97249 -2.39773 0.25171
C 4.78827 -3.04325 -0.66339
C 5.60187 -2.30281 -1.51219
C 5.60114 -0.91794 -1.43056
C 4.79535 -0.27272 -0.50009
H -2.77407 -2.21303 2.35976
H -1.58013 -3.19502 3.23243
H -1.07170 -1.89332 2.17539
H -2.59574 -1.58478 4.79378
H -1.67429 0.76406 3.09448
H -2.75908 0.77537 4.45717
H -3.27641 0.06010 2.92118
H -0.70861 -0.21302 5.52916
H -0.36806 -3.19278 4.99008
H -0.40886 -2.33885 6.55777
H 3.37842 -1.72900 6.32692
H 5.82026 -1.47306 6.28781
H 6.94329 -0.70787 4.20370
H 5.59777 -0.21774 2.21497
H 1.87556 1.44853 -0.46873
H 2.17865 3.80956 -1.02041
H 3.60788 5.25181 0.40889
H 4.64881 4.30614 2.44719
H 4.34142 1.93983 3.01287
H 3.32386 -2.98426 0.89389
H 4.77884 -4.12391 -0.72078
H 6.22712 -2.80411 -2.23934
H 6.22883 -0.33476 -2.09173
H 4.80742 0.80970 -0.44917
C -0.08978 -0.50454 -4.48315
C 0.34959 -0.99663 -3.10919
C 1.65290 -0.32523 -2.70427
C 0.52014 -2.50814 -3.14533
O -0.58911 -0.63211 -2.08773
Si -2.26826 -0.68618 -2.11610
S -3.00057 -0.29932 -0.24984
O -2.58450 -2.17504 -2.76168
C -3.77746 -2.71054 -3.32801
C -3.68622 -2.52799 -4.83761
C -3.79352 -4.18502 -2.96007
C -5.01085 -2.01222 -2.77097
O -2.78523 0.32655 -3.32867
C -2.89989 1.74494 -3.38708
C -1.69608 2.40532 -2.72379
C -2.94753 2.10450 -4.86540
C -4.19574 2.14716 -2.70188
H 0.69513 -0.72748 -5.21015
H -0.26483 0.57000 -4.48172
H -1.01024 -0.99196 -4.80561
H 2.46708 -0.57764 -3.38809
H 1.94796 -0.65686 -1.70482
H 1.53130 0.76060 -2.69866
H 1.17866 -2.77265 -3.97656
H -0.44341 -2.99816 -3.28706
H 0.97383 -2.87839 -2.22461
H -2.81401 -3.05823 -5.22600
H -3.58470 -1.46839 -5.07532
H -4.57696 -2.91707 -5.33753
H -2.89062 -4.67277 -3.33180
H -4.66211 -4.68740 -3.39151
H -3.83033 -4.29980 -1.87565
H -5.02977 -0.95985 -3.05643
H -5.03062 -2.06287 -1.68084
H -5.90780 -2.49213 -3.16967
H -0.77217 2.06483 -3.19365
H -1.65503 2.16154 -1.66167
H -1.76215 3.49146 -2.82770
H -2.01839 1.81889 -5.36041
H -3.09939 3.17830 -4.99651
H -3.76891 1.57888 -5.35499
H -4.20441 1.79794 -1.66764
H -5.04625 1.70923 -3.22751
H -4.30696 3.23452 -2.72248
N 0.06080 4.99018 1.78136
C 0.29402 3.73855 2.26147
N -0.68964 2.90911 2.05503
C -1.64750 3.66663 1.36976
C -2.91473 3.29519 0.91939
C -3.67982 4.25989 0.29894
C -3.20200 5.56989 0.11627
C -1.94966 5.95079 0.55545
C -1.19160 4.97083 1.19237
H 0.71468 5.75166 1.80212
H 1.22421 3.49463 2.75609
H -3.26461 2.27372 1.01254
H -4.65805 3.99736 -0.07848
H -3.83355 6.29795 -0.37609
H -1.58679 6.96126 0.42099
Cl 0.72050 -4.96370 2.61311
C -0.08821 -4.58451 1.08149
Cl 0.45448 -3.04951 0.40745
H -1.15278 -4.50947 1.27029
H 0.14153 -5.36179 0.36296
```

Its spin multiplicity is 1. The value obtained for the frontier orbital gap is 7.1 eV.

Results of the Löwdin charge analysis, in e, for atoms 1 through 5: number 1, Rb, carries 0.62; number 2, C, carries -0.12; number 3, C, carries -0.37; number 4, C, carries -0.10; number 5, C, carries -0.27



Record 4
Formula: C44H59FeNP2Si
Source: OMol25
Level of theory: the ωB97M-V functional and the def2-TZVPD basis

The geometry in XYZ format:
```
108
Properties=species:S:1:pos:R:3
Fe -0.72946 0.23529 -1.31733
C -0.45600 4.20100 -1.66654
Si -0.35267 2.52824 -0.79138
C -1.53989 2.77515 0.70344
C -2.01261 4.03391 1.10322
C -3.06275 4.17929 2.00077
C -3.68421 3.05549 2.52513
C -3.21985 1.79513 2.17958
C -2.15699 1.64862 1.28648
P -1.39850 -0.00291 1.01430
C -0.52487 -0.10806 2.65835
C -0.03128 -1.49537 3.08911
C 0.42887 -1.45765 4.54777
C 1.55069 -0.43558 4.73118
C 1.11966 0.94577 4.24112
C 0.61987 0.90086 2.79687
C -2.75331 -1.25064 1.05143
C -2.28752 -2.54456 0.35806
C -3.47508 -3.48348 0.16554
C -4.15586 -3.84705 1.50908
C -3.56223 -3.06865 2.68322
C -3.46675 -1.56735 2.39902
C 1.45859 2.36479 -0.15350
C 2.01570 3.32277 0.70802
C 3.29467 3.19759 1.22743
C 4.07304 2.09632 0.88531
C 3.56405 1.14403 0.01945
C 2.27391 1.25952 -0.50404
P 1.61563 -0.02076 -1.64102
C 2.35425 0.19321 -3.32311
C 3.77761 0.78596 -3.35257
C 3.83214 2.31492 -3.35410
C 2.94693 2.89536 -4.45052
C 1.51556 2.41587 -4.24680
C 1.42857 0.89820 -4.33172
C 2.25455 -1.70209 -1.17183
C 1.93336 -2.02720 0.28875
C 2.42306 -3.43101 0.63364
C 3.96179 -3.50685 0.59606
C 4.56739 -2.44643 -0.33757
C 3.67321 -2.20367 -1.55538
H 0.29978 4.89789 -1.28434
H -1.44209 4.64597 -1.50626
H -0.31842 4.11916 -2.74444
H -1.56142 4.92890 0.68720
H -3.40552 5.16809 2.28002
H -4.52331 3.15716 3.20297
H -3.69710 0.92522 2.61237
H -1.30922 0.19578 3.36069
H 0.82292 -1.78100 2.47326
H -0.79674 -2.25746 2.95218
H 0.75866 -2.45014 4.86301
H -0.41935 -1.18681 5.18780
H 2.42535 -0.76311 4.15431
H 1.86159 -0.39044 5.77724
H 1.94559 1.65612 4.32329
H 0.31387 1.32131 4.88323
H 1.44402 0.60159 2.13689
H 0.30323 1.89474 2.48028
H -3.48215 -0.79347 0.37169
H -1.50593 -3.03310 0.95055
H -1.84291 -2.30684 -0.60817
H -3.15900 -4.38517 -0.36186
H -4.18854 -2.97708 -0.49086
H -4.06057 -4.91571 1.70634
H -5.22751 -3.64259 1.44793
H -2.57329 -3.46804 2.92142
H -4.16929 -3.22074 3.57809
H -2.98799 -1.07627 3.24632
H -4.48259 -1.16616 2.35523
H 1.41765 4.18488 0.99410
H 3.68900 3.95187 1.89859
H 5.07330 1.98443 1.28675
H 4.18704 0.30564 -0.26149
H 2.41022 -0.85280 -3.63866
H 4.25367 0.42761 -4.27349
H 4.38064 0.40565 -2.52834
H 4.87065 2.62937 -3.47843
H 3.49674 2.70559 -2.38773
H 3.30770 2.56465 -5.43237
H 2.99422 3.98605 -4.44216
H 0.83380 2.87034 -4.96858
H 1.18920 2.73587 -3.25559
H 1.72338 0.58267 -5.33938
H 0.39879 0.56685 -4.18601
H 1.54137 -2.29059 -1.75985
H 0.85708 -1.94724 0.44187
H 2.39926 -1.29394 0.95832
H 1.99363 -4.13171 -0.08951
H 2.05247 -3.73788 1.61381
H 4.27247 -4.50227 0.27157
H 4.36329 -3.37214 1.60242
H 5.56048 -2.75855 -0.66559
H 4.71350 -1.51790 0.21659
H 3.55796 -3.16266 -2.06969
H 4.16216 -1.55038 -2.27198
N -7.71357 -1.26826 -3.06985
C -6.59323 -1.03527 -2.95696
C -5.17799 -0.74152 -2.80994
C -4.75932 0.52889 -2.43474
C -3.40242 0.77407 -2.25035
C -2.40959 -0.21616 -2.40539
C -2.89050 -1.46718 -2.82825
C -4.23382 -1.73955 -3.03228
H -5.49303 1.31126 -2.28181
H -3.11421 1.78064 -1.96296
H -2.18577 -2.27412 -3.01345
H -4.56152 -2.72192 -3.35047
```

The expectation value of S² is 6.03. Its spin multiplicity is 5. The value obtained for the frontier orbital gap (alpha / beta) is 7.1 / 7.9 eV.

Results of the Löwdin charge analysis, in e, for atoms 1 through 5: number 1, Fe, carries 0.33; number 2, C, carries -0.22; number 3, Si, carries 0.58; number 4, C, carries -0.30; number 5, C, carries -0.10



Number 1: total energy -103867.4795 eV. Number 2: total energy -344382.0399 eV. Number 3: total energy -112955.7612 eV. Number 4: total energy -108918.9723 eV.